Entry from the Open Molecules 2025 dataset: a structure of composition C36H55F18N13O12S6 at a distorted geometry (the ωB97M-V functional and the def2-TZVPD basis).

```
140
Properties=species:S:1:pos:R:3:forces:R:3:mulliken_charge:R:1
C -3.408350 5.018590 4.799402 0.583 -1.643 -0.994 -1.266
C -3.985104 4.019213 3.739748 3.134 0.767 1.411 -0.358
N -3.530976 2.697664 4.160020 -0.557 -0.735 0.874 0.718
C -2.696575 1.805641 3.530173 0.370 0.748 0.987 -0.971
C -2.528160 0.761099 4.412016 0.048 0.117 -0.657 -0.307
N -3.285486 1.039770 5.517421 0.696 -0.848 -0.116 0.358
C -3.913497 2.179214 5.337686 0.119 1.543 0.485 -0.467
C -3.126630 0.267515 6.755831 -0.999 0.114 -0.122 -0.844
H -2.420141 4.625630 5.111186 -0.466 0.373 -0.113 0.315
H -4.046752 5.055317 5.642018 -0.557 0.396 0.941 0.379
H -3.262491 5.963092 4.337136 -0.084 1.003 -0.089 0.432
H -3.522198 4.312733 2.812659 -0.225 -0.544 -0.622 0.220
H -5.015149 4.003169 3.720610 -2.209 0.143 -0.439 0.398
H -2.149553 2.229898 2.699708 -0.192 -0.923 -0.410 0.895
H -1.974267 -0.171216 4.340199 -0.307 0.675 0.253 0.160
H -4.442526 2.737332 6.134023 0.152 -0.658 -0.894 0.395
H -3.177130 0.983414 7.561033 0.193 0.041 0.419 0.389
H -2.161590 -0.232031 6.722259 -0.159 -0.058 0.053 0.332
H -3.964358 -0.431967 6.881142 0.420 0.037 -0.154 0.278
C -3.955853 -3.397482 2.444914 1.806 0.617 -0.820 -0.540
C -4.507289 -4.049443 1.125556 1.855 0.550 2.085 -0.373
N -3.796720 -3.565283 -0.047658 -1.029 0.353 0.745 0.394
C -3.182718 -4.301490 -0.990161 0.505 -1.211 -1.384 -0.716
C -2.679290 -3.456113 -1.949393 -1.260 -0.796 2.078 -0.516
N -3.010679 -2.210347 -1.466825 1.391 0.820 -1.603 0.470
C -3.681240 -2.282642 -0.338972 0.025 0.344 0.181 -0.419
C -2.530357 -1.038548 -2.187170 1.409 0.983 0.493 -0.303
H -2.813207 -3.149940 2.449896 -1.886 -0.972 -0.239 0.127
H -4.169901 -4.116244 3.242815 -0.057 0.608 0.111 0.530
H -4.400828 -2.399302 2.557400 -0.245 -0.504 0.407 -0.037
H -5.556721 -3.841575 1.178529 -0.614 -0.110 -0.928 0.215
H -4.269672 -5.089037 1.182775 -0.331 -0.781 -0.106 0.349
H -3.178316 -5.384112 -0.942584 -0.032 0.268 -0.025 0.442
H -2.259368 -3.678452 -2.906158 0.341 0.283 -0.130 0.666
H -4.077066 -1.480450 0.272660 0.133 0.177 -0.225 0.552
H -3.295183 -0.727281 -2.843845 -0.621 0.080 -1.332 0.529
H -1.524056 -1.244607 -2.669925 -1.486 0.162 0.498 0.091
H -2.452306 -0.153596 -1.536693 0.252 -0.807 0.085 -0.325
C 4.787560 5.086985 3.179397 0.355 0.071 -1.298 -1.243
C 4.455796 4.172428 2.016972 0.575 -0.015 -0.592 -0.366
N 4.740119 2.812082 2.428347 1.038 -1.951 1.562 0.305
C 5.964266 2.284682 3.005392 -3.074 -0.003 -0.938 -0.642
C 5.733612 0.998629 3.368501 -1.396 1.431 -1.170 -0.375
N 4.405512 0.734601 3.037899 -0.652 0.806 -0.049 0.229
C 3.837338 1.863813 2.498599 1.402 -2.561 0.497 -0.311
C 3.715365 -0.555905 3.205898 0.363 -1.151 -1.226 -0.797
H 5.821871 4.994825 3.444692 0.726 0.262 -0.093 0.388
H 4.273869 4.771132 4.051183 -0.970 0.009 0.747 0.367
H 4.566161 6.095839 2.866715 -0.048 0.395 0.384 0.378
H 5.072455 4.268827 1.106899 -0.251 0.779 0.397 0.314
H 3.399384 4.261050 1.721735 0.368 -0.286 0.150 0.328
H 6.755963 2.930265 3.126798 1.716 0.955 0.171 0.539
H 6.427152 0.290556 3.736489 0.194 -0.616 0.459 0.501
H 2.874794 1.836221 2.041421 -0.685 0.214 0.060 0.467
H 3.817962 -1.158583 2.257886 -0.501 0.862 0.704 0.242
H 2.677707 -0.534503 3.563054 0.385 0.703 -0.537 0.371
H 4.231830 -1.174836 3.914880 0.559 0.163 0.582 0.379
C 6.571617 -3.648286 -2.744576 2.235 -1.636 0.072 -1.126
C 5.511414 -3.504622 -3.775203 -0.898 2.465 0.928 -0.282
N 4.279419 -4.016309 -3.146954 0.703 1.359 0.477 0.428
C 3.579467 -3.488743 -2.039881 1.114 1.622 -0.782 -0.857
C 2.607092 -4.373612 -1.807079 0.178 0.821 0.773 -0.931
N 2.749416 -5.397824 -2.675668 -0.863 -0.451 1.027 0.239
C 3.794057 -5.183695 -3.429110 0.078 -1.020 -1.178 -0.075
C 1.941399 -6.552735 -2.601147 0.132 -3.441 -0.130 -0.890
H 6.710663 -4.771427 -2.594241 0.199 1.411 0.063 0.319
H 6.371354 -3.203961 -1.770872 -0.324 0.128 -0.183 0.329
H 7.531325 -3.212904 -3.111214 -0.638 -0.450 0.270 0.404
H 5.737274 -4.042465 -4.687547 -0.235 -0.040 -0.105 0.448
H 5.332907 -2.403802 -3.967458 0.038 -1.292 -0.229 -0.025
H 3.790070 -2.491834 -1.563859 -0.123 -1.328 -0.852 0.527
H 1.892363 -4.328275 -1.029367 -0.730 -0.210 0.346 0.991
H 4.215107 -5.903307 -4.118661 -0.186 0.255 -0.123 0.478
H 1.930937 -7.048557 -3.576678 -0.332 0.332 -0.042 0.383
H 0.924010 -6.329324 -2.292844 0.146 0.113 0.018 0.325
H 2.385823 -7.388139 -1.954135 -0.580 1.511 -0.362 0.326
C -0.134868 2.680999 -7.111971 -1.498 -0.222 -0.329 -0.923
C 0.612886 3.540558 -6.151696 -1.116 -0.412 1.089 -0.530
N -0.064298 3.522287 -4.838182 1.118 -0.042 0.729 0.236
C -1.165466 4.221925 -4.395959 -0.573 -0.648 -2.286 -0.545
C -1.335913 3.840745 -3.127791 -1.801 0.699 2.363 -0.427
N -0.288383 3.043539 -2.728665 -1.427 -0.115 -0.173 0.299
C 0.428112 2.843325 -3.805547 -0.430 0.922 -0.541 -0.280
C -0.149882 2.329849 -1.442438 1.111 1.456 0.168 0.052
H -1.233400 2.924298 -7.271849 1.339 0.037 0.500 0.328
H -0.062615 1.660310 -6.786005 -0.109 -0.540 0.104 0.200
H 0.315019 2.734620 -8.072451 0.472 0.064 -0.931 0.400
H 0.700990 4.537416 -6.464492 -0.045 1.517 -0.418 0.463
H 1.596000 3.206653 -5.912512 0.789 -0.569 -0.327 0.206
H -1.803644 4.651224 -5.189440 0.334 0.156 1.171 0.382
H -2.169658 4.026324 -2.436914 0.641 0.084 -0.455 0.409
H 1.283034 2.279878 -3.783300 1.876 -1.133 -0.264 0.649
H -0.352096 3.049897 -0.635434 0.041 -0.218 -0.330 0.378
H 0.920260 2.049767 -1.411208 -0.933 -0.400 0.245 0.192
H -0.871309 1.540321 -1.340940 0.004 -0.495 -0.222 -0.425
C -7.522037 0.995920 1.650543 0.247 -0.453 1.835 0.449
F -7.722496 0.718308 0.402566 -0.167 -0.761 -1.232 -0.190
F -7.895863 2.228328 1.858475 -0.522 1.113 0.479 -0.198
F -8.253513 0.167034 2.453435 0.800 0.586 -0.830 -0.208
S -5.704537 0.864234 2.055824 -0.180 1.233 1.983 0.931
O -5.537215 1.083971 3.496376 -0.943 -0.560 -2.168 -0.651
O -5.329796 -0.378179 1.488493 0.336 -1.687 -0.088 -0.707
N -5.093110 2.101912 1.281797 -0.644 0.113 1.128 -0.438
S -4.197313 2.021762 0.037371 0.515 2.251 -0.610 1.491
O -2.982785 2.776961 0.207294 0.486 -0.220 0.239 -0.673
O -4.141056 0.749329 -0.587493 0.363 -1.000 -0.760 -0.783
C -5.122931 3.098731 -1.167110 0.513 0.025 0.296 0.324
F -5.562587 4.257939 -0.655805 0.276 -0.689 -0.201 -0.198
F -4.378644 3.394483 -2.271337 -0.411 -0.308 0.746 -0.200
F -6.126715 2.329896 -1.512642 -1.136 0.152 -0.784 -0.200
C 1.680911 -3.036355 4.865648 0.825 0.045 0.405 0.465
F 1.351507 -4.001213 5.721804 0.427 0.372 0.078 -0.197
F 2.477806 -2.105605 5.435801 -0.620 -0.277 0.476 -0.229
F 2.436297 -3.566074 3.901995 -0.391 -0.141 -0.436 -0.214
S 0.094831 -2.348893 4.295881 0.445 -0.013 -0.110 1.091
O -0.452828 -3.429623 3.575414 -0.881 -1.276 -1.073 -0.667
O -0.576633 -1.918225 5.469801 -0.256 0.769 0.625 -0.634
N 0.613576 -1.188556 3.363388 1.155 -0.509 1.254 -0.618
S -0.119306 -0.566279 2.185585 -0.804 0.042 -1.722 0.909
O -1.557652 -0.528786 2.400640 1.287 -0.123 -1.390 -0.066
O 0.632188 0.585990 1.758307 -0.363 0.508 0.042 -0.609
C 0.181930 -1.680153 0.646775 -0.711 0.900 1.221 0.135
F -0.576959 -2.763369 0.746075 0.069 -0.471 -0.291 -0.121
F -0.144232 -1.027539 -0.465803 -0.174 0.116 -0.059 0.038
F 1.462530 -2.013340 0.539479 0.317 -0.350 0.170 -0.158
C 1.403059 -2.035799 -5.350993 1.722 -0.418 0.808 0.187
F 2.546794 -2.303454 -5.991926 0.075 -0.295 -0.078 -0.237
F 0.458126 -1.919681 -6.217885 -1.379 0.055 -0.828 -0.167
F 1.141947 -3.096970 -4.541964 0.000 0.721 -0.047 -0.161
S 1.648994 -0.395552 -4.520320 1.636 -1.394 -0.218 0.865
O 1.762095 0.472859 -5.659786 0.818 0.205 0.343 -0.596
O 0.528430 -0.173544 -3.692459 -1.602 0.171 1.370 -0.244
N 3.006752 -0.829024 -3.667683 -0.095 1.925 -0.081 -0.192
S 3.691925 0.348849 -2.763388 -3.818 1.873 -1.003 0.637
O 2.670301 1.402846 -2.372409 3.007 -2.173 -1.327 -0.641
O 4.480315 -0.177388 -1.708230 0.617 -0.980 0.663 -0.617
C 5.021283 1.140673 -3.870769 -1.140 1.523 -0.353 0.522
F 5.813763 1.842492 -3.056852 -0.287 0.015 -0.374 -0.199
F 5.736714 0.259766 -4.514303 0.256 -0.793 -0.050 -0.181
F 4.468572 1.970993 -4.818539 0.402 -0.782 1.362 -0.195
```
Forces are in eV/Å.

Results
Calculated total energy (eV): -196075.2482
Spin multiplicity: 1
Charge: +2

Entry from the Open Molecules 2025 dataset: a cluster of 2 separate species, H6N4S2 in total at a distorted geometry (the ωB97M-V functional and the def2-TZVPD basis).

```
12
Properties=species:S:1:pos:R:3:forces:R:3:mulliken_charge:R:1
N -0.425289 2.254373 0.969489 0.435 1.528 0.762 -0.782
N 0.079011 1.212955 0.506042 -1.979 -2.219 -1.772 0.790
N 1.013432 1.178090 -0.348455 0.964 0.140 0.029 -0.785
N -0.234655 -2.229044 -0.211423 -1.417 -2.588 1.660 -0.489
S 1.368927 -1.911376 0.277665 1.053 2.104 -1.529 -0.131
S -0.627458 -2.570419 -1.884106 0.524 0.657 0.324 -0.077
H -1.144042 2.073438 1.639015 -0.583 -0.601 0.351 0.231
H -0.416737 -3.123687 0.361057 -0.372 1.789 -1.339 0.300
H -0.451458 0.258174 0.504205 1.126 1.474 0.759 0.310
H 1.425096 2.119029 -0.359096 -0.124 -0.150 -0.215 0.265
H 1.350157 -0.606362 -0.422827 0.564 -1.719 1.316 0.240
H -0.624542 -1.239195 -2.129967 -0.191 -0.415 -0.345 0.129
```
Forces are in eV/Å.

Results
Calculated total energy (eV): -27723.8645
Spin multiplicity: 1

Entry from the Open Molecules 2025 dataset: a cluster of 2 separate species, ClH4N2PS in total at a distorted geometry (the ωB97M-V functional and the def2-TZVPD basis).

```
9
Properties=species:S:1:pos:R:3:forces:R:3:mulliken_charge:R:1
N 0.348802 -0.227017 -1.642276 1.012 0.375 0.727 -0.481
N -1.610273 0.202436 1.372981 0.979 -0.509 -4.150 -0.589
P 0.898761 0.166374 -0.152002 -1.148 -1.240 2.619 0.616
S 1.818717 -1.339541 0.711375 -0.230 1.539 -0.729 -0.323
Cl 1.588183 2.080958 -0.298170 -0.207 -0.674 0.135 -0.180
H -0.467931 0.286700 -1.892164 -0.737 -0.207 -0.689 0.284
H 0.448362 -1.229873 -1.730909 -0.684 0.021 -0.514 0.274
H -1.582968 0.846995 2.112176 0.694 0.354 1.661 0.173
H -1.441651 -0.787033 1.518991 0.321 0.341 0.939 0.227
```
Forces are in eV/Å.

Results
Calculated total energy (eV): -35689.5716
Spin multiplicity: 1